ORCA calculation (wB97M-V/def2-TZVPD) on a molecular structure, C3H5CuO in a non-equilibrium geometry.

The highest occupied orbital energy (alpha / beta) is -7.6 / -7.6 eV. As for the energy relative to the best compared isomer or geometry (same formula, charge and spin): 0.190 eV. The calculation puts the total energy at -1832.895560 a.u. The molar mass is 120.618 g mol⁻¹. The value obtained for the LUMO energy (alpha / beta) is -0.67 / -0.67 eV.

```
! RIJCOSX wB97M-V def2-TZVPD def2/J DEFGRID3
* xyz 0 1
H 0.37633 1.22806 0.63071
C 0.49456 0.12864 0.74505
C 1.19376 -0.63562 -0.38933
H 1.22255 0.15127 1.58647
H 0.92453 -0.24059 -1.38453
H 2.30379 -0.61902 -0.34689
H 0.91714 -1.70510 -0.40817
O -2.64634 1.34477 -1.49312
Cu -1.78830 -0.45318 1.61548
C -2.99802 0.80078 -0.55567
*
```

Atom charges from the Löwdin analysis, given in e for atoms 1 to 8: H -0.01; C -0.29; C -0.25; H -0.01; H 0.05; H 0.06; H 0.05; O 0.04